C23H37N3O6 | wB97M-V/def2-TZVPD

Computed properties:
Multiplicity: 1
SMILES: CNC(=O)[C@H](Cc1c[nH]c2ccccc12)NC(C)=O.C[C@H](O)CO[C@@H](C)CO[C@@H](C)CO
Highest occupied orbital energy, eV: -8.104
Kohn-Sham gap, eV: 8.54

Cartesian coordinates (Å):
C  6.016910  -0.741385  -2.892497
N  5.610448  -0.681664  -1.489656
C  4.446617  -0.328123  -0.922760
O  4.444763  -0.225650  0.297522
C  3.134374  -0.027125  -1.697713
C  1.910841  -0.734697  -1.089347
C  0.602874  -0.087984  -1.432625
C  -0.285498  -0.500140  -2.366267
N  -1.355280  0.374485  -2.404506
C  -1.214631  1.390354  -1.482954
C  -2.016640  2.487040  -1.134576
C  -1.582365  3.353565  -0.116463
C  -0.358867  3.113465  0.534724
C  0.439167  2.010492  0.173388
C  0.031670  1.120990  -0.844635
N  3.111946  -0.278241  -3.146148
C  3.318952  0.651217  -4.077582
C  3.123095  0.216787  -5.511238
O  3.666835  1.795598  -3.825711
H  5.858856  0.229245  -3.366953
H  7.080041  -0.978739  -2.954656
H  5.456689  -1.513282  -3.420528
H  6.336583  -0.842673  -0.808124
H  2.978706  1.042151  -1.543400
H  1.989223  -0.724989  -0.001840
H  1.900040  -1.777821  -1.406385
H  -0.170410  -1.380673  -2.985200
H  -2.145427  0.262975  -3.022335
H  -2.951325  2.663412  -1.644020
H  -2.184624  4.206568  0.164973
H  -0.027367  3.781302  1.318389
H  1.375953  1.834911  0.683156
H  2.835398  -1.194404  -3.451451
H  3.263706  1.080839  -6.160238
H  2.113087  -0.169862  -5.635563
H  3.852719  -0.551318  -5.759984
C  0.566500  -3.864401  0.729481
C  -0.862559  -3.550382  1.161363
O  -1.746349  -4.293263  0.310945
C  -1.145960  -2.050203  1.046719
O  -2.395826  -1.752460  1.685926
C  -2.931934  -0.461236  1.366960
C  -3.742746  -0.580693  0.071391
C  -3.870765  -0.013172  2.495185
O  -3.197009  0.339089  3.720220
C  -2.544584  1.620253  3.808422
C  -3.531310  2.775006  3.580600
C  -1.958390  1.745263  5.226483
O  -0.807254  0.908493  5.398109
H  0.705402  -3.621725  -0.328055
H  1.279310  -3.280334  1.319827
H  0.783624  -4.926087  0.878080
H  -1.002233  -3.848735  2.206599
H  -1.712294  -5.238428  0.530040
H  -1.159286  -1.767213  -0.008314
H  -0.350825  -1.481097  1.539516
H  -2.133131  0.276322  1.234834
H  -4.581025  -1.270365  0.209902
H  -3.121588  -0.958860  -0.742969
H  -4.136855  0.396262  -0.221760
H  -4.487198  0.815781  2.142028
H  -4.555677  -0.837778  2.716476
H  -1.732677  1.690112  3.076824
H  -4.433811  2.631007  4.182622
H  -3.074393  3.729373  3.857802
H  -3.812313  2.843354  2.526221
H  -2.726837  1.477187  5.959166
H  -1.661862  2.781582  5.415190
H  -0.525203  0.890722  6.327364

Cartesian forces, eV/Å:
C -0.34 0.19 0.11
N 0.72 -0.39 -1.20
C -0.25 0.01 0.84
O -0.80 0.11 -0.01
C -0.02 0.08 -0.44
C -0.14 0.15 0.54
C 0.07 0.72 0.22
C 0.16 0.37 0.24
N -0.99 -0.23 -0.83
C 1.14 -0.51 0.36
C 0.31 0.17 0.39
C 0.24 -1.01 -0.65
C 0.27 -0.96 -0.55
C -0.44 0.28 -0.02
C -0.17 0.71 0.45
N 0.08 -0.69 1.40
C 0.37 1.48 -0.97
C -0.09 0.05 0.13
O -0.01 -0.20 0.33
H 0.03 -0.12 -0.13
H -0.14 0.00 0.16
H 0.13 0.05 -0.12
H -0.17 0.12 0.08
H 0.16 0.08 -0.22
H 0.34 -0.12 0.02
H 0.02 -0.15 0.00
H -0.47 0.20 -0.13
H 0.16 0.04 0.17
H -0.14 0.04 -0.05
H -0.05 -0.02 -0.05
H 0.04 -0.03 0.00
H 0.10 0.05 0.10
H -0.09 -0.09 0.03
H 0.01 -0.13 0.12
H -0.02 -0.16 -0.15
H -0.03 -0.15 -0.14
C 0.13 0.29 0.29
C 0.31 -0.16 -0.23
O -0.33 0.12 0.11
C -0.85 -0.33 0.32
O 0.43 0.26 -0.11
C -0.47 -0.47 -0.19
C 0.05 0.17 0.08
C 0.90 0.18 0.36
O -0.16 -0.01 -0.25
C -0.40 -0.13 0.31
C 0.15 -0.13 -0.10
C 0.31 -0.42 0.07
O -0.09 -0.05 -0.06
H -0.06 -0.04 0.08
H 0.04 -0.11 -0.06
H -0.01 0.11 -0.05
H -0.10 0.08 -0.03
H 0.11 0.56 0.05
H -0.06 0.00 -0.12
H 0.11 -0.07 0.02
H 0.16 -0.02 0.05
H 0.11 0.04 0.04
H -0.04 0.01 0.08
H 0.02 -0.03 -0.04
H 0.04 0.10 -0.08
H 0.24 0.04 0.22
H 0.09 -0.08 0.02
H 0.09 0.00 -0.06
H -0.02 -0.10 -0.05
H -0.04 0.01 0.14
H -0.13 -0.02 -0.14
H -0.13 0.09 -0.21
H -0.37 0.14 -0.50

Atomic partial charges in e from the Löwdin method, atoms 1 to 8: -0.067, 0.038, -0.435, 0.039, -0.167, -0.094, -0.189, -0.060



C23H37N8Pb | wB97M-V/def2-TZVPD

Computed properties:
Net charge: +3
Multiplicity: 1
Energy relative to the best compared isomer or geometry (same formula, charge and spin), kcal per mole: 62.6
Highest occupied orbital energy, eV: -15.219
Kohn-Sham gap, eV: 4.79

Cartesian coordinates (Å):
Pb  -0.026018  0.087177  -0.219179
C  3.412044  3.233673  3.378694
C  2.134925  2.676703  3.353404
C  1.707120  1.992996  2.236813
C  2.544553  1.867035  1.118048
C  3.834307  2.424395  1.157748
C  4.255433  3.102599  2.282553
N  2.050221  1.211794  0.010682
N  2.772600  1.241234  -1.046046
C  2.393573  0.625495  -2.174862
C  3.253368  0.741536  -3.278990
C  2.926632  0.108087  -4.461739
C  1.753905  -0.641037  -4.513505
C  0.946720  -0.704602  -3.389469
N  1.230854  -0.088055  -2.241913
H  3.743664  3.771669  4.253189
H  1.476265  2.803088  4.199436
H  0.705293  1.575049  2.167904
H  4.477717  2.310011  0.300669
H  5.240478  3.544806  2.299478
H  4.152320  1.325583  -3.165150
H  3.569863  0.189317  -5.323863
H  1.470241  -1.169096  -5.409564
H  0.031953  -1.279367  -3.411775
N  0.241741  -1.034203  3.735685
C  -0.211096  -2.454488  3.946725
C  0.644513  -3.382353  3.096974
C  0.373009  -3.318447  1.590612
N  1.006710  -2.142944  0.918339
C  -1.127925  -3.396034  1.303287
C  -2.010740  -2.445308  2.117062
N  -1.904477  -1.046689  1.618560
C  -1.692439  -2.551516  3.610825
H  1.238232  -0.929641  3.961518
H  -0.298530  -0.395577  4.334497
H  0.070469  -0.814167  2.739874
H  -0.066548  -2.694892  5.003226
H  0.427932  -4.402855  3.416879
H  1.703061  -3.218223  3.305844
H  0.823880  -4.223745  1.164528
H  1.191922  -2.447235  -0.036320
H  1.931105  -1.996939  1.318708
H  -1.451368  -4.410186  1.539513
H  -1.303487  -3.240248  0.238000
H  -3.048553  -2.785066  1.990568
H  -2.412114  -0.437982  2.259486
H  -2.454029  -1.023013  0.760946
H  -2.055077  -3.519976  3.955750
H  -2.254664  -1.798764  4.166737
C  -1.177940  3.354804  0.193499
C  -1.956904  4.642107  -0.220294
N  -2.493484  4.442377  -1.537583
C  -3.443792  3.364973  -1.550923
C  -2.705834  2.060929  -1.115505
N  -1.283882  2.352825  -0.875430
C  -0.701150  2.904877  -2.107078
C  -1.443012  4.220575  -2.493503
H  -1.595638  2.936502  1.111023
H  -0.124247  3.581427  0.362647
H  -1.293582  5.506920  -0.230688
H  -2.774411  4.841552  0.472875
H  -3.863254  3.265630  -2.552547
H  -4.256078  3.593825  -0.860433
H  -2.782496  1.297119  -1.890443
H  -3.145417  1.673518  -0.194966
H  -0.801968  2.162409  -2.899686
H  0.359807  3.096047  -1.941271
H  -1.873691  4.141939  -3.492012
H  -0.762849  5.072270  -2.477609

Cartesian forces, eV/Å:
Pb -1.26 0.58 -0.45
C -0.14 -0.08 -0.02
C 0.00 0.04 0.15
C 0.03 -0.27 -0.55
C 0.69 0.74 1.20
C -0.25 -0.18 -0.18
C -0.02 0.01 -0.05
N 0.85 -0.45 -2.70
N 0.14 1.25 3.26
C -0.79 -1.25 -2.30
C -0.34 0.13 0.92
C -0.52 -0.37 -0.17
C 0.52 0.30 -0.07
C -0.29 -0.06 0.22
N 0.96 0.31 -0.21
H 0.02 0.06 0.08
H -0.03 0.03 0.08
H -0.13 0.12 0.16
H 0.10 0.06 -0.03
H 0.06 -0.01 0.03
H 0.10 0.06 -0.01
H 0.07 -0.01 -0.09
H -0.07 -0.05 -0.08
H -0.12 -0.04 -0.04
N 0.07 0.19 0.09
C -0.26 -0.71 0.14
C 0.00 0.18 -0.20
C -0.13 -0.47 -0.01
N 0.27 -0.13 0.26
C 0.05 0.24 0.14
C -0.25 -0.33 0.02
N -0.14 -0.19 0.55
C -0.03 0.16 -0.27
H -0.20 0.11 -0.08
H 0.20 -0.07 -0.22
H 0.03 0.15 0.30
H 0.09 0.22 -0.08
H 0.02 0.02 0.06
H 0.14 -0.07 0.04
H -0.04 0.15 0.10
H 0.14 0.01 0.01
H 0.14 -0.13 -0.10
H -0.02 -0.07 -0.12
H -0.08 -0.11 -0.12
H 0.20 0.06 0.08
H -0.18 -0.03 -0.08
H 0.02 0.17 0.03
H 0.06 -0.01 0.10
H -0.11 0.00 0.13
C 0.00 0.48 0.36
C 0.20 -0.15 0.29
N -0.50 0.86 -0.28
C -0.04 -0.34 0.07
C -0.51 -0.11 -0.10
N 0.47 -0.47 0.14
C 0.16 0.30 -0.51
C 0.26 -0.23 -0.11
H 0.02 -0.12 0.09
H 0.09 -0.08 0.02
H -0.04 0.01 0.05
H 0.04 0.04 0.00
H -0.01 -0.02 0.05
H -0.01 -0.01 -0.07
H 0.03 -0.13 -0.02
H 0.05 -0.13 0.08
H 0.05 -0.11 -0.02
H 0.11 -0.06 0.05
H 0.04 0.05 0.01
H -0.01 -0.02 -0.06

Atomic partial charges in e from the Löwdin method, atoms 1 to 8: 1.473, -0.010, -0.052, -0.069, -0.279, 0.025, -0.016, -0.064



Which of these has the lowest Kohn-Sham gap?
C23H37N8Pb



Look up the highest occupied orbital energy of the first one.
-8.104 eV